DFT (ωB97M-V with the def2-TZVPD basis set) results for the molecule C4H8O2.

As for the structure (SMILES): CC(C)C(=O)O. The calculation puts the calculated total energy at -307.65111 Eh. Its energy relative to the best compared isomer or geometry (same formula, charge and spin) is 38.5 kcal/mol. The value obtained for the LUMO energy is 0.7 eV. Its HOMO energy is -10.56 eV. For the orbital gap, the calculation gives 11.249 eV.

```
! wB97M-V def2-TZVPD RIJCOSX def2/J DEFGRID3
* xyz 0 1
C 1.352 -0.860 -0.302
C 0.075 0.045 -0.357
C 0.029 1.208 0.651
C -1.145 -0.678 0.028
O -1.007 -1.614 0.849
O -2.459 -0.053 -0.353
H 1.475 -1.530 0.588
H 1.308 -1.552 -1.267
H 2.312 -0.284 -0.332
H 0.180 0.436 -1.456
H -0.973 1.714 0.796
H 0.887 1.844 0.508
H 0.278 0.844 1.748
H -2.313 0.481 -1.102
*
```

DFT (ωB97M-V with the def2-TZVPD basis set) results for a cluster of 2 separate species, C4H8O2 in total.

As for the structure (SMILES): C[C@@H]1CO1.C=O. The calculation puts the calculated total energy at -307.56591 Eh. Its energy relative to the best compared isomer or geometry (same formula, charge and spin) is 91.9 kcal/mol. The value obtained for the LUMO energy is 0.7 eV. Its HOMO energy is -10.13 eV. For the orbital gap, the calculation gives 10.793 eV.

```
! wB97M-V def2-TZVPD RIJCOSX def2/J DEFGRID3
* xyz 0 1
C -0.569 1.370 -0.698
C -0.770 0.703 0.639
C -0.316 -0.656 0.947
O -1.686 -0.375 0.735
H -0.337 0.635 -1.475
H 0.248 2.102 -0.650
H -1.478 1.907 -0.981
H -0.892 1.368 1.494
H 0.055 -0.938 1.938
H -0.089 -1.308 0.112
C 1.452 -1.202 -0.515
O 0.862 -1.684 -1.459
H 1.820 -1.796 0.349
H 1.700 -0.126 -0.435
*
```